A structure of composition C4H8N2S2 in a non-equilibrium geometry, computed with wB97M-V/def2-TZVPD.

Positions of all 16 atoms, in Å:
C  1.642  1.719  -0.187
C  0.456  -0.431  -0.920
C  0.368  -0.874  0.472
C  -2.092  -0.898  0.489
H  2.508  0.695  -0.296
H  1.382  2.067  0.992
H  2.173  2.831  -0.450
H  0.329  1.292  -2.065
H  -0.821  -1.397  2.043
H  -1.991  -0.132  -0.319
H  -2.420  -1.889  0.073
H  -2.747  -0.413  1.265
N  0.475  0.971  -1.089
N  -0.874  -1.029  1.055
S  -0.100  -1.284  -2.205
S  1.712  -1.231  1.142

Output
- Kohn-Sham gap: 8.3 eV
- Energy above the lowest of the compared OMol25 structures with the same formula, charge and spin: 3.799 eV
- E_LUMO: -0.13 eV

---

The molecule C4H8N2S2 in a non-equilibrium geometry, computed with wB97M-V/def2-TZVPD.

Positions of all 16 atoms, in Å:
H  2.720  -1.256  0.682
N  2.299  -0.703  -0.204
C  1.274  0.014  0.037
C  0.500  0.391  1.351
C  -0.691  1.287  0.784
S  -2.104  0.262  0.127
C  -1.533  -1.119  -0.939
S  0.020  2.242  -0.610
N  0.778  0.769  -1.055
H  1.102  0.649  2.360
H  0.099  -0.623  1.771
H  -1.342  2.138  1.351
H  -0.756  -0.722  -1.835
H  -1.051  -2.236  -0.432
H  -2.545  -1.373  -1.316
H  1.229  0.279  -2.072

Output
- Kohn-Sham gap: 8.3 eV
- Energy above the lowest of the compared OMol25 structures with the same formula, charge and spin: 4.025 eV
- SMILES: [H]/N=C1\C[C@H](SC)SN1
- E_LUMO: 0.54 eV